Record 1
DFT (the ωB97M-V functional and the def2-TZVPD basis) results for C27H24FN3O in the gas phase in a non-equilibrium geometry.

Structure (XYZ):
```
56
C27H24FN3O (the ωB97M-V functional and the def2-TZVPD basis)
O -5.587 -3.327 0.580
C -4.202 -3.094 0.539
C -3.775 -1.968 1.496
C -2.395 -1.607 1.283
C -1.249 -1.313 1.059
C 0.077 -0.923 0.817
N 1.082 -1.722 0.548
C 2.171 -0.929 0.376
C 3.474 -1.511 0.096
C 3.529 -2.787 -0.467
C 4.741 -3.383 -0.751
C 5.904 -2.692 -0.462
F 7.096 -3.265 -0.742
C 5.883 -1.434 0.112
C 4.664 -0.849 0.394
C 1.807 0.401 0.547
C 2.591 1.622 0.415
C 2.676 2.563 1.442
C 3.438 3.701 1.236
N 4.094 3.951 0.117
C 4.027 3.053 -0.853
C 3.297 1.882 -0.761
N 0.467 0.389 0.842
C -0.413 1.520 0.970
C -0.617 2.233 -0.371
C -1.326 1.360 -1.405
C -2.763 1.006 -1.117
C -3.324 -0.067 -1.804
C -4.655 -0.401 -1.646
C -5.453 0.325 -0.776
C -4.905 1.386 -0.078
C -3.574 1.727 -0.252
H -6.043 -2.533 0.278
H -3.730 -4.034 0.832
H -3.876 -2.844 -0.480
H -3.924 -2.288 2.530
H -4.398 -1.085 1.314
H 2.601 -3.299 -0.670
H 4.796 -4.367 -1.188
H 6.811 -0.932 0.338
H 4.641 0.123 0.863
H 2.185 2.396 2.389
H 3.529 4.453 2.009
H 4.584 3.292 -1.749
H 3.270 1.176 -1.578
H -0.001 2.225 1.697
H -1.368 1.141 1.344
H 0.361 2.519 -0.768
H -1.176 3.153 -0.200
H -0.762 0.432 -1.538
H -1.301 1.884 -2.367
H -2.706 -0.641 -2.481
H -5.074 -1.225 -2.206
H -6.497 0.073 -0.651
H -5.518 1.959 0.602
H -3.183 2.573 0.293
```

Results
SMILES string = OCCC#Cc1nc(-c2ccc(F)cc2)c(-c2ccncc2)n1CCCc1ccccc1
Energy relative to the best compared isomer or geometry (same formula, charge and spin) = 215.8 kJ/mol
2S+1 = 1

=====

Record 2
DFT (the ωB97M-V functional and the def2-TZVPD basis) results for a molecular structure, C17H10N2O3S4W.

Structure (XYZ):
```
37
C17H10N2O3S4W (the ωB97M-V functional and the def2-TZVPD basis)
W 0.052 0.537 0.957
O 1.111 0.056 2.480
C 2.044 -0.944 2.480
C 2.611 -1.387 3.660
C 3.575 -2.384 3.580
C 3.955 -2.914 2.354
C 3.363 -2.463 1.182
C 2.382 -1.481 1.243
C 1.701 -0.965 0.032
N 0.410 -1.204 -0.234
N 0.073 -1.118 -1.576
C -0.351 0.068 -1.860
O -0.322 1.041 -0.957
C -0.894 0.401 -3.191
C -1.325 1.694 -3.459
C -1.840 2.002 -4.710
C -1.920 1.024 -5.688
C -1.491 -0.270 -5.419
C -0.979 -0.585 -4.173
H 2.311 -0.952 4.603
H 4.041 -2.745 4.487
H 4.716 -3.682 2.310
H 3.656 -2.879 0.226
H 2.330 -0.713 -0.821
H -1.261 2.449 -2.688
H -2.179 3.008 -4.920
H -2.320 1.267 -6.664
H -1.558 -1.035 -6.182
H -0.646 -1.590 -3.949
O -4.403 2.882 5.528
C -3.682 2.508 4.652
S -2.424 3.525 3.903
C -1.876 2.327 2.763
C -2.480 1.129 2.781
S -2.024 -0.182 1.701
S -3.748 0.869 3.953
S -0.607 2.706 1.617
```

Results
Electronic energy = -72080.668 eV
2S+1 = 3

=====

The lowest 2S+1 belongs to which entry?
C27H24FN3O

=====

The lowest 2S+1 belongs to which entry?
C27H24FN3O

=====

2S+1 of number 2 (C17H10N2O3S4W)?
3

=====

Number 2 is which compound?
C17H10N2O3S4W